Entry 1:
2 unconnected molecules or ions with the total composition CH3IO3P at a distorted geometry. Source: OMol25; level of theory: ωB97M-V/def2-TZVPD.

```
9
Properties=species:S:1:pos:R:3:forces:R:3:nbo_charge:R:1
C 0.256187 -0.573696 0.964158 -0.6 0.5 2.7 -0.272
O -0.162938 -0.511878 -2.836293 -1.7 0.0 -0.9 -1.013
O 1.449047 0.836799 -1.423403 -0.7 0.9 0.9 -1.016
O -0.303495 -0.780676 -0.313868 0.3 1.7 -2.0 -0.763
P 0.182561 0.115611 -1.581163 2.1 -2.3 1.5 2.423
I -2.643713 2.457754 1.145350 0.2 -0.2 -0.2 -0.966
H 1.315931 -0.778809 1.048312 0.3 -1.0 -0.6 0.176
H -0.388450 -1.246606 1.630058 1.2 1.2 -0.7 0.201
H 0.294870 0.481502 1.366849 -1.2 -0.8 -0.8 0.230
```
Positions in Å, forces in eV/Å.

Its energy relative to the best compared isomer or geometry (same formula, charge and spin) is 134.44 kJ/mol. The calculation puts the total energy at -904.79955 Ha. The value obtained for the gap between HOMO and LUMO is 5.56 eV. The total charge is -1. As for the HOMO energy: -3.84 eV. Its max |F| is 3.4 eV Å⁻¹. Its multiplicity is 1.

Entry 2:
2 unconnected molecules or ions with the total composition CH3IOS2 at a distorted geometry. Source: OMol25; level of theory: ωB97M-V/def2-TZVPD.

```
8
Properties=species:S:1:pos:R:3:forces:R:3:nbo_charge:R:1
C -1.721362 -0.051106 -0.217691 3.5 0.6 -4.0 -0.709
O -0.492013 1.054664 1.582693 1.0 1.0 1.2 -0.914
S 2.804645 1.872083 -0.304938 0.1 0.4 0.0 -0.198
S -0.405273 0.758670 0.164847 -1.8 -1.2 0.3 1.198
I 3.071965 -0.448446 -0.247567 0.2 -0.6 0.0 0.070
H -2.499490 -0.207807 0.374555 -3.1 -0.7 2.7 0.224
H -1.719019 -0.397120 -1.239008 -0.3 -0.1 -0.2 0.222
H 1.498051 1.738421 -0.043609 0.4 0.5 0.0 0.106
```
Positions in Å, forces in eV/Å.

Its energy relative to the best compared isomer or geometry (same formula, charge and spin) is 156.36 kJ/mol. The calculation puts the total energy at -1209.13352 Ha. The value obtained for the gap between HOMO and LUMO is 8.42 eV. As for the HOMO energy: -9.00 eV. Its max |F| is 5.3 eV Å⁻¹. Its multiplicity is 1.

Entry 3:
A molecular structure, CH3LiOYb at a distorted geometry. Source: OMol25; level of theory: ωB97M-V/def2-TZVPD.

```
7
Properties=species:S:1:pos:R:3:forces:R:3:lowdin_spin:R:1
O 0.373068 -1.143339 0.820332 3.1 3.6 -3.8 0.212
C -0.421181 -1.581606 1.802273 -1.4 0.1 2.2 0.706
H -0.357076 -2.657337 1.980363 0.0 0.5 -0.1 0.040
H -0.710120 -0.869319 2.577469 0.0 -0.4 -0.3 0.040
Li 1.122396 -1.971599 -0.682359 -0.1 -0.5 0.1 0.000
Yb 1.567673 2.777910 0.187628 0.1 0.5 0.0 1.000
H 0.628390 -0.093066 0.611894 -1.7 -3.6 1.9 0.001
```
Positions in Å, forces in eV/Å.

Its energy relative to the best compared isomer or geometry (same formula, charge and spin) is 42.78 kJ/mol. The calculation puts the total energy at -1280.51847 Ha. The value obtained for the gap between HOMO and LUMO (spin up / spin down) is 5.30 / 3.67 eV. The total charge is +2. Its expectation value of S² is 2.01. As for the HOMO energy (spin up / spin down): -14.92 / -16.61 eV. Its max |F| is 6.0 eV Å⁻¹. Its multiplicity is 3.

What is the formula in the second record?
CH3IOS2

What did the first record say?
2 unconnected molecules or ions with the total composition CH3IO3P at a distorted geometry. Source: OMol25; level of theory: ωB97M-V/def2-TZVPD.

```
9
Properties=species:S:1:pos:R:3:forces:R:3:nbo_charge:R:1
C 0.256187 -0.573696 0.964158 -0.6 0.5 2.7 -0.272
O -0.162938 -0.511878 -2.836293 -1.7 0.0 -0.9 -1.013
O 1.449047 0.836799 -1.423403 -0.7 0.9 0.9 -1.016
O -0.303495 -0.780676 -0.313868 0.3 1.7 -2.0 -0.763
P 0.182561 0.115611 -1.581163 2.1 -2.3 1.5 2.423
I -2.643713 2.457754 1.145350 0.2 -0.2 -0.2 -0.966
H 1.315931 -0.778809 1.048312 0.3 -1.0 -0.6 0.176
H -0.388450 -1.246606 1.630058 1.2 1.2 -0.7 0.201
H 0.294870 0.481502 1.366849 -1.2 -0.8 -0.8 0.230
```
Positions in Å, forces in eV/Å.

Its energy relative to the best compared isomer or geometry (same formula, charge and spin) is 134.44 kJ/mol. The calculation puts the total energy at -904.79955 Ha. The value obtained for the gap between HOMO and LUMO is 5.56 eV. The total charge is -1. As for the HOMO energy: -3.84 eV. Its max |F| is 3.4 eV Å⁻¹. Its multiplicity is 1.